# 1
Density functional theory data (wB97M-V/def2-TZVPD) for C25H40N6O2PSY as an isolated structure in a non-equilibrium geometry.

Each line ends with the Löwdin charge.
Atoms and positions in Å:
Y 0.194 -0.015 0.087  1.30
C -1.729 4.334 1.272  -0.03
C -1.052 3.189 0.578  -0.26
N -1.095 1.987 1.042  -0.05
N -1.859 1.792 2.136  -0.05
C -1.572 0.781 2.920  -0.94
N -2.538 0.477 3.832  0.06
S -0.142 -0.176 2.951  0.56
C -0.280 3.411 -0.651  -0.22
C -0.264 4.647 -1.302  -0.01
C 0.559 4.828 -2.398  -0.04
C 1.363 3.780 -2.820  -0.04
C 1.261 2.576 -2.149  -0.17
N 0.450 2.384 -1.113  0.04
H -1.826 4.097 2.327  0.07
H -2.733 4.489 0.868  0.10
H -1.156 5.254 1.166  0.07
H -3.287 1.140 3.948  0.10
H -2.252 -0.062 4.630  0.08
H -0.887 5.453 -0.944  0.11
H 0.581 5.779 -2.913  0.11
H 2.044 3.893 -3.652  0.11
H 1.861 1.722 -2.442  0.11
N -2.400 -0.825 0.489  -0.02
C -2.217 -2.259 0.792  -0.17
C -1.299 -2.863 -0.281  -0.66
O -1.559 -3.943 -0.781  0.05
O -0.311 -2.093 -0.603  -0.29
H -2.911 -0.382 1.243  0.06
H -2.989 -0.747 -0.334  0.08
H -3.149 -2.823 0.828  0.12
H -1.712 -2.344 1.756  0.09
C 3.910 -4.285 -0.532  -0.10
N 3.334 -3.766 0.685  -0.28
C 4.122 -3.963 1.879  -0.10
C 2.570 -2.543 0.576  -0.18
C 3.275 -1.210 0.345  -0.23
C 4.660 -1.153 0.259  -0.06
C 5.322 0.062 0.146  -0.09
C 4.590 1.234 0.131  -0.11
C 3.200 1.171 0.177  -0.17
C 2.485 -0.036 0.258  -0.25
H 4.116 -5.351 -0.405  0.08
H 4.850 -3.800 -0.841  0.07
H 3.188 -4.173 -1.343  0.08
H 4.344 -5.029 1.985  0.08
H 3.541 -3.646 2.746  0.09
H 5.080 -3.423 1.900  0.07
H 1.987 -2.448 1.502  0.12
H 1.846 -2.700 -0.225  0.09
H 5.248 -2.061 0.282  0.08
H 6.404 0.086 0.088  0.10
H 5.089 2.195 0.076  0.09
H 2.667 2.119 0.160  0.07
C -1.151 1.635 -4.511  -0.15
C -0.112 0.514 -4.442  -0.42
P -0.276 -0.531 -2.914  0.95
C -1.936 -1.292 -3.220  -0.39
C -2.163 -2.063 -4.517  -0.13
C 0.951 -1.883 -3.270  -0.39
C 1.368 -2.152 -4.715  -0.15
H -0.974 2.270 -5.380  0.07
H -1.121 2.262 -3.618  0.05
H -2.158 1.224 -4.600  0.06
H 0.898 0.934 -4.440  0.06
H -0.198 -0.123 -5.322  0.06
H -2.657 -0.473 -3.130  0.07
H -2.113 -1.973 -2.388  0.05
H -1.991 -1.457 -5.408  0.06
H -3.196 -2.413 -4.547  0.07
H -1.520 -2.942 -4.557  0.07
H 0.530 -2.780 -2.816  0.07
H 1.838 -1.630 -2.679  0.07
H 0.515 -2.379 -5.354  0.05
H 2.036 -3.014 -4.733  0.07
H 1.907 -1.309 -5.149  0.07

Results
ΔE to the lowest compared entry with this formula, charge and spin = 0.402 eV
Net charge = 0
LUMO level = -0.6369 eV


# 2
Density functional theory data (wB97M-V/def2-TZVPD) for C25H40N7O2SSe2Zr as an isolated structure.

Each line ends with the Löwdin charge.
Atoms and positions in Å:
Zr -0.163 0.319 0.618  1.75
C -1.487 1.609 2.363  -0.13
C -2.345 0.538 2.039  -0.16
C -1.706 -0.664 2.390  -0.21
C -0.454 -0.338 2.972  -0.18
C -0.338 1.068 2.978  -0.15
H -1.673 2.656 2.184  0.14
H -3.327 0.645 1.607  0.11
H -2.090 -1.667 2.331  0.04
H 0.263 -1.053 3.343  0.11
H 0.499 1.640 3.343  0.12
N -3.456 -1.960 0.084  0.22
C -3.755 -2.009 -1.398  -0.24
C -2.544 -2.569 -2.135  -0.08
C -1.419 -1.573 -2.401  -0.29
N -0.543 -1.312 -1.183  -0.04
C -1.968 -0.297 -3.015  -0.10
C -3.028 0.357 -2.144  -0.31
N -2.399 0.906 -0.896  0.03
C -4.177 -0.620 -1.877  -0.08
H -2.938 -2.801 0.399  0.05
H -4.315 -1.880 0.631  0.18
H -2.870 -1.144 0.281  0.08
H -4.586 -2.706 -1.493  0.16
H -2.902 -2.900 -3.112  0.15
H -2.177 -3.471 -1.635  0.12
H -0.757 -2.039 -3.133  0.16
H 0.306 -0.917 -1.607  0.07
H -0.257 -2.228 -0.846  -0.01
H -2.436 -0.576 -3.963  0.15
H -1.174 0.400 -3.264  0.11
H -3.455 1.197 -2.695  0.16
H -3.110 1.436 -0.397  0.10
H -1.767 1.634 -1.234  0.06
H -4.701 -0.759 -2.824  0.15
H -4.923 -0.188 -1.201  0.14
N 3.581 7.070 -2.710  0.18
C 2.973 5.947 -2.315  -0.27
C 3.066 4.766 -3.094  0.01
C 2.436 3.624 -2.697  -0.04
C 1.689 3.615 -1.508  -0.35
C 1.604 4.769 -0.709  -0.05
C 2.225 5.914 -1.111  0.01
S 0.957 2.178 -1.014  0.69
O -0.055 2.469 0.099  -0.44
O 0.292 1.429 -2.064  -0.32
N 1.804 1.010 -0.287  -0.23
C 2.575 1.345 0.825  -0.50
N 3.390 2.383 0.808  0.18
C 4.077 2.596 1.929  -0.04
C 3.932 1.794 3.056  0.00
C 3.029 0.758 2.970  -0.11
N 2.344 0.506 1.843  0.03
H 4.107 7.108 -3.566  0.13
H 3.511 7.920 -2.177  0.13
H 3.635 4.780 -4.014  0.13
H 2.508 2.731 -3.307  0.13
H 1.036 4.752 0.212  0.12
H 2.145 6.811 -0.511  0.13
H 4.757 3.440 1.927  0.13
H 4.495 1.980 3.959  0.13
H 2.845 0.102 3.814  0.13
C 2.599 -2.766 2.353  -0.33
Se 1.783 -2.274 0.665  0.96
C 1.285 -4.088 0.066  -0.51
C 0.517 -4.966 1.032  -0.52
Se -1.134 -4.158 1.689  0.94
C -2.007 -5.801 2.266  -0.35
H 3.266 -3.603 2.165  0.05
H 1.854 -3.030 3.100  0.04
H 3.187 -1.911 2.668  0.01
H 2.238 -4.563 -0.169  0.09
H 0.769 -3.986 -0.891  0.06
H 1.121 -5.218 1.902  0.07
H 0.242 -5.897 0.538  0.09
H -1.371 -6.294 2.994  0.04
H -2.195 -6.446 1.413  0.04
H -2.944 -5.524 2.742  0.03

Results
ΔE to the lowest compared entry with this formula, charge and spin = 1.773 eV
Net charge = +3
LUMO level = -8.7856 eV


# 3
Density functional theory data (wB97M-V/def2-TZVPD) for C25H40NOPV as an isolated structure in a non-equilibrium geometry.

Each line ends with the natural charge from an NBO analysis.
Atoms and positions in Å:
C -2.046 -3.599 -2.641  -0.22
C -1.034 -3.999 -1.770  -0.24
C -0.273 -3.037 -1.088  -0.05
C -0.502 -1.666 -1.265  -0.37
C -1.552 -1.284 -2.108  -0.08
C -2.331 -2.239 -2.790  -0.23
C 0.852 -3.496 -0.205  -0.45
C 1.867 -2.420 -0.062  -0.45
N 2.565 -1.855 -1.199  -0.52
V 1.218 -0.508 -0.628  0.77
C -1.849 0.177 -2.340  -0.72
P -0.298 1.116 -1.966  0.87
H -0.790 -5.058 -1.613  0.20
H -3.121 -1.888 -3.450  0.20
H -2.613 -4.350 -3.193  0.21
H -2.693 0.493 -1.698  0.24
H -2.140 0.351 -3.388  0.22
H 0.457 -3.701 0.801  0.23
H 1.214 -4.463 -0.587  0.19
H 2.824 0.599 -0.135  -0.09
C -0.852 2.867 -1.984  -0.94
C 0.660 0.886 -3.488  -0.93
H 2.468 -2.359 0.840  0.18
C 2.266 -2.236 -2.597  -0.39
C 4.063 -1.763 -1.015  -0.40
H -1.543 1.338 0.394  0.48
H 3.178 -2.708 -2.985  0.19
H 1.451 -2.955 -2.697  0.24
H 2.078 -1.328 -3.190  0.19
H 4.537 -2.371 -1.805  0.20
H 4.445 -0.741 -1.121  0.19
H 4.331 -2.213 -0.052  0.22
H 0.218 1.481 -4.298  0.23
H 1.684 1.228 -3.267  0.23
H 0.683 -0.175 -3.769  0.25
H -1.397 3.110 -2.907  0.23
H -1.459 3.196 -1.126  0.23
H 0.066 3.471 -1.986  0.24
H 3.386 0.293 0.298  0.11
C -3.970 1.841 0.381  -0.59
C -3.800 2.343 1.807  -0.22
C -5.163 2.313 2.521  -0.60
C -2.666 1.695 2.613  -0.11
C -2.581 2.099 3.949  -0.19
C -1.706 1.492 4.844  -0.25
C -0.965 0.391 4.437  -0.19
C -1.021 -0.037 3.109  -0.07
C -0.164 -1.209 2.660  -0.25
C 1.305 -0.800 2.717  -0.57
C -0.396 -2.434 3.558  -0.59
C -1.687 0.756 2.195  0.37
O -1.202 0.606 0.938  -0.68
H -4.248 0.778 0.366  0.22
H -3.056 2.002 -0.205  0.17
H -4.766 2.414 -0.112  0.22
H -3.530 3.412 1.754  0.20
H -5.549 1.291 2.610  0.21
H -5.127 2.744 3.523  0.21
H -5.900 2.890 1.948  0.21
H -3.217 2.920 4.291  0.21
H -1.625 1.862 5.862  0.21
H -0.308 -0.130 5.132  0.21
H -0.445 -1.482 1.633  0.24
H 1.515 -0.266 3.656  0.21
H 1.951 -1.683 2.673  0.20
H 1.594 -0.122 1.889  0.18
H -1.461 -2.700 3.574  0.22
H 0.165 -3.302 3.189  0.21
H -0.072 -2.231 4.588  0.20

Results
2S+1 = 4
Net charge = 0
⟨S²⟩ = 3.79
LUMO level (alpha / beta) = 0.4668 / 0.3070 eV


# 4
Density functional theory data (wB97M-V/def2-TZVPD) for C25H41AgNOSSi as an isolated structure.

Each line ends with the Löwdin charge.
Atoms and positions in Å:
Ag 0.002 -0.325 -0.021  0.59
C 1.725 -2.777 1.092  -0.31
O 1.668 -1.418 1.359  -0.56
H 1.745 -3.377 2.018  0.06
H 2.630 -3.057 0.516  0.06
H 0.870 -3.140 0.498  0.04
N 2.119 -0.206 -0.967  -0.39
S 2.904 0.152 0.390  0.96
C 4.290 -0.945 0.662  -0.42
C 4.990 -1.466 -0.411  -0.08
C 6.062 -2.318 -0.177  -0.09
C 6.419 -2.644 1.124  -0.10
C 5.692 -2.133 2.194  -0.08
C 4.616 -1.288 1.964  -0.09
C 3.930 1.583 -0.160  -0.35
C 3.398 2.480 -1.079  -0.10
C 4.076 3.654 -1.390  -0.09
C 5.290 3.946 -0.786  -0.11
C 5.821 3.055 0.139  -0.10
C 5.144 1.886 0.453  -0.09
H 2.666 0.054 -1.782  -0.02
H 4.687 -1.217 -1.420  0.11
H 6.613 -2.732 -1.013  0.10
H 7.254 -3.310 1.305  0.09
H 5.952 -2.409 3.208  0.10
H 4.001 -0.922 2.776  0.12
H 2.444 2.260 -1.541  0.09
H 3.647 4.343 -2.107  0.10
H 5.817 4.859 -1.030  0.09
H 6.769 3.269 0.618  0.10
H 5.577 1.202 1.172  0.10
C -4.549 1.131 1.578  -0.11
C -3.126 0.560 1.586  -0.65
C -2.197 1.607 2.225  -0.14
C -3.104 -0.635 2.550  -0.13
Si -2.401 -0.012 -0.142  0.69
C -3.243 -1.710 -0.641  -0.65
C -2.973 -1.989 -2.127  -0.13
C -2.575 -2.870 0.116  -0.13
C -4.756 -1.808 -0.415  -0.11
C -2.875 1.331 -1.493  -0.65
C -2.002 1.143 -2.745  -0.14
C -4.342 1.362 -1.937  -0.11
C -2.523 2.727 -0.962  -0.13
H -4.884 1.316 2.609  0.07
H -5.274 0.455 1.120  0.06
H -4.606 2.085 1.049  0.06
H -2.548 1.828 3.243  0.07
H -2.166 2.549 1.680  0.05
H -1.174 1.233 2.296  0.05
H -3.319 -0.282 3.568  0.08
H -2.126 -1.123 2.567  0.07
H -3.857 -1.386 2.305  0.05
H -1.911 -1.902 -2.369  0.07
H -3.526 -1.322 -2.791  0.05
H -3.285 -3.015 -2.363  0.07
H -1.492 -2.867 -0.022  0.04
H -2.963 -3.824 -0.268  0.07
H -2.764 -2.848 1.189  0.05
H -5.311 -1.017 -0.923  0.06
H -5.018 -1.767 0.643  0.06
H -5.127 -2.769 -0.800  0.08
H -2.209 0.217 -3.280  0.05
H -0.941 1.140 -2.486  0.05
H -2.185 1.974 -3.442  0.07
H -4.642 0.444 -2.445  0.05
H -4.500 2.187 -2.646  0.07
H -5.028 1.516 -1.102  0.06
H -1.499 2.769 -0.580  0.07
H -3.194 3.059 -0.169  0.05
H -2.601 3.455 -1.781  0.07

Results
ΔE to the lowest compared entry with this formula, charge and spin = 0.000 eV
Net charge = -1
LUMO level = 2.6826 eV


# 5
Density functional theory data (wB97M-V/def2-TZVPD) for a 8-piece molecular cluster, C25H41BBr14O6 overall in a non-equilibrium geometry.

Each line ends with the Löwdin charge.
Atoms and positions in Å:
C -0.850 6.214 -4.014  -0.06
C 0.373 5.838 -4.851  -0.22
O 1.155 4.774 -4.319  0.08
B 1.454 4.785 -2.978  -0.59
O 2.218 5.736 -2.365  0.22
C 0.917 3.581 -2.083  0.08
C 0.158 3.740 -0.991  -0.05
C -0.231 5.089 -0.447  -0.11
O 0.715 5.582 0.519  -0.10
C 0.833 4.749 1.625  -0.56
C -0.323 4.513 2.561  -0.04
O 1.903 4.228 1.800  0.13
C -0.337 2.526 -0.270  -0.34
O -1.276 2.608 0.498  -0.06
C 0.306 1.222 -0.533  0.02
C 1.076 1.069 -1.605  -0.01
C 1.278 2.199 -2.540  -0.32
O 1.724 2.002 -3.651  0.09
H -0.615 7.006 -3.301  0.07
H -1.587 6.645 -4.695  0.08
H -1.329 5.352 -3.552  0.09
H 0.968 6.738 -5.045  0.12
H 0.017 5.491 -5.821  0.12
H 2.064 6.632 -2.679  0.12
H -0.320 5.852 -1.213  0.11
H -1.219 4.992 0.011  0.12
H -1.268 4.636 2.034  0.07
H -0.286 3.464 2.845  0.04
H -0.284 5.166 3.426  0.02
H 0.126 0.401 0.147  0.10
H 1.543 0.107 -1.809  0.01
Br 1.882 -1.196 -3.763  0.78
C 2.210 -3.098 -3.997  -0.67
C 1.070 -3.920 -3.459  -0.72
Br 1.103 -3.996 -1.515  0.60
H 3.154 -3.318 -3.509  0.05
H 2.314 -3.247 -5.070  0.06
H 1.152 -4.954 -3.786  0.02
H 0.098 -3.531 -3.743  0.03
Br -6.340 -0.520 0.609  0.60
C -5.255 0.070 2.111  -0.70
C -4.275 1.140 1.707  -0.67
Br -2.762 0.419 0.731  0.78
H -4.766 -0.811 2.512  0.05
H -5.963 0.458 2.840  0.06
H -3.846 1.610 2.590  0.06
H -4.723 1.899 1.074  0.05
Br -0.383 -7.927 -7.488  0.61
C 0.222 -7.911 -5.640  -0.70
C -0.929 -7.847 -4.673  -0.71
Br -1.699 -6.063 -4.577  0.65
H 0.900 -7.070 -5.540  0.04
H 0.773 -8.840 -5.509  0.06
H -0.587 -8.065 -3.663  0.01
H -1.737 -8.522 -4.935  0.05
Br 3.317 0.529 4.768  0.60
C 2.798 2.385 5.033  -0.69
C 1.735 2.519 6.091  -0.68
Br -0.007 1.977 5.418  0.62
H 2.480 2.765 4.065  0.03
H 3.706 2.897 5.343  0.06
H 1.620 3.562 6.381  0.04
H 1.932 1.918 6.972  0.05
Br 2.421 -7.230 0.291  0.60
C 1.389 -7.182 1.938  -0.69
C 0.259 -6.190 1.877  -0.72
Br 0.882 -4.360 2.087  0.60
H 2.088 -6.971 2.741  0.05
H 0.996 -8.190 2.055  0.04
H -0.424 -6.356 2.707  0.05
H -0.292 -6.230 0.943  0.03
Br -1.271 -10.195 -1.617  0.65
C -0.701 -10.268 0.240  -0.69
C -1.876 -10.269 1.183  -0.69
Br -2.668 -8.499 1.346  0.64
H -0.033 -9.426 0.394  0.01
H -0.140 -11.196 0.333  0.06
H -1.558 -10.536 2.188  0.06
H -2.668 -10.938 0.864  0.05
Br 0.329 7.729 2.475  0.81
C 0.326 8.909 4.018  -0.67
C 1.151 8.336 5.139  -0.69
Br 0.220 6.883 6.042  0.62
H -0.711 9.067 4.297  0.05
H 0.754 9.848 3.673  0.06
H 1.331 9.085 5.906  0.06
H 2.098 7.934 4.795  0.05

Results
Net charge = 0
LUMO level = -1.0212 eV


# 6
Density functional theory data (wB97M-V/def2-TZVPD) for a 2-piece molecular cluster, C25H41BN overall in a non-equilibrium geometry.

Each line ends with the natural charge from an NBO analysis.
Atoms and positions in Å:
C -0.781 -2.933 -4.075  -0.65
C 0.227 -2.279 -3.184  0.09
C 0.555 -2.814 -1.935  -0.27
C 1.516 -2.219 -1.113  0.01
C 1.919 -2.956 0.139  -0.65
C 2.068 -0.983 -1.503  -0.06
C 2.886 -0.122 -0.537  -0.22
C 4.341 -0.624 -0.427  -0.60
C 2.167 0.149 0.820  -0.51
C 0.761 0.621 0.573  0.18
C 0.213 1.785 1.230  -0.13
C -0.675 2.614 0.496  0.08
C -1.121 2.277 -0.893  -0.65
C -1.090 3.826 1.039  -0.24
C -0.744 4.210 2.337  0.10
C -1.115 5.558 2.867  -0.65
C -0.081 3.268 3.138  -0.24
C 0.367 2.050 2.625  0.09
C 0.985 1.044 3.551  -0.66
C 1.905 -0.555 -2.837  0.01
C 2.764 0.542 -3.398  -0.64
C 0.913 -1.142 -3.619  -0.25
H -0.485 -2.788 -5.122  0.23
H -0.844 -4.008 -3.876  0.22
H -1.792 -2.518 -3.959  0.21
H 0.074 -3.738 -1.591  0.21
H 2.976 -2.799 0.394  0.22
H 1.287 -2.681 0.996  0.23
H 1.784 -4.040 -0.011  0.23
H 2.969 0.881 -0.988  0.21
H 4.727 -0.822 -1.436  0.23
H 4.969 0.158 0.026  0.22
H 4.427 -1.550 0.159  0.21
H 2.214 -0.734 1.477  0.27
H 2.738 0.938 1.343  0.26
H 0.562 0.584 -0.510  0.23
H -2.107 2.726 -1.087  0.24
H -0.422 2.684 -1.640  0.24
H -1.215 1.201 -1.078  0.21
H -1.692 4.492 0.415  0.22
H -0.875 5.621 3.933  0.23
H -0.576 6.365 2.351  0.24
H -2.186 5.744 2.712  0.24
H 0.095 3.495 4.194  0.22
H 0.656 1.250 4.580  0.24
H 0.686 0.015 3.308  0.23
H 2.086 1.102 3.553  0.24
H 2.722 0.524 -4.490  0.23
H 2.427 1.535 -3.074  0.22
H 3.815 0.447 -3.098  0.22
H 0.696 -0.724 -4.605  0.21
C -3.325 -2.696 1.310  -0.41
N -2.826 -1.432 0.677  -0.39
C -2.637 -1.695 -0.784  -0.41
C -3.854 -0.353 0.860  -0.41
B -1.436 -1.062 1.400  -0.06
H -0.790 -0.173 0.732  -0.02
H -4.301 -2.948 0.884  0.21
H -2.611 -3.504 1.111  0.23
H -3.402 -2.554 2.392  0.23
H -3.564 -2.122 -1.198  0.21
H -2.400 -0.760 -1.311  0.22
H -1.808 -2.406 -0.900  0.24
H -4.856 -0.785 0.710  0.21
H -3.763 0.047 1.876  0.24
H -3.689 0.451 0.127  0.22
H -1.700 -0.625 2.507  -0.03
H -0.740 -2.062 1.438  -0.04

Results
Net charge = +1
LUMO level = -4.5357 eV